Record 1
This record from the OMol25 dataset describes a cluster of 4 separate species, C28H59F9N5S in total. The level of theory is ωB97M-V/def2-TZVPD.

## Properties
**Electronic energy**: -72729.356 eV
**HOMO level**: -12.26 eV

The geometry in ORCA input format:
```
! RIJCOSX wB97M-V def2-TZVPD def2/J DEFGRID3
* xyz 1 1
C -0.908 -1.057 5.470
C -1.457 0.366 5.200
C -0.765 1.004 4.055
N 0.498 1.428 4.121
C 0.789 1.892 2.907
N 1.967 2.399 2.547
N 3.040 2.498 3.439
N -0.278 1.766 2.090
N -1.272 1.187 2.833
C -2.576 0.846 2.267
C -2.431 -0.072 1.056
C -2.166 -1.541 1.410
C -0.686 -1.797 1.717
C 0.113 -2.239 0.516
F 0.239 -1.231 -0.387
F -0.543 -3.252 -0.116
C 1.530 -2.839 0.779
F 2.072 -3.165 -0.378
F 1.364 -3.942 1.503
S 2.790 -1.759 1.722
F 3.663 -3.030 2.022
F 1.939 -1.991 3.057
F 1.933 -0.424 1.446
F 3.625 -1.456 0.425
F 3.792 -0.884 2.564
H -0.640 -1.177 6.515
H -1.646 -1.806 5.189
H -0.011 -1.245 4.878
H -1.292 1.013 6.061
H -2.531 0.327 5.031
H 2.126 2.750 1.618
H 3.216 1.586 3.846
H 2.801 3.142 4.185
H -0.359 2.001 1.114
H -3.134 0.371 3.071
H -3.100 1.763 1.998
H -3.345 0.011 0.467
H -1.615 0.304 0.436
H -2.547 -2.175 0.613
H -2.743 -1.805 2.301
H -0.238 -0.875 2.077
H -0.546 -2.526 2.516
C -1.796 7.461 -0.709
C -1.630 7.648 0.796
C -0.640 6.671 1.428
C -1.028 5.198 1.294
C -2.390 4.827 1.877
C -2.491 5.053 3.383
H -2.193 6.475 -0.958
H -2.485 8.200 -1.118
H -0.840 7.579 -1.223
H -2.604 7.564 1.285
H -1.280 8.663 0.994
H -0.513 6.921 2.484
H 0.342 6.812 0.967
H -0.255 4.593 1.789
H -1.008 4.914 0.236
H -2.580 3.769 1.666
H -3.182 5.378 1.367
H -1.729 4.476 3.917
H -3.468 4.749 3.762
H -2.354 6.102 3.643
C -3.157 3.219 -4.347
C -3.299 1.763 -4.782
C -3.846 0.849 -3.687
C -2.971 0.759 -2.436
C -1.537 0.290 -2.682
C -1.448 -1.121 -3.254
H -2.451 3.329 -3.521
H -2.794 3.838 -5.168
H -4.118 3.625 -4.025
H -2.334 1.391 -5.134
H -3.973 1.712 -5.639
H -3.997 -0.152 -4.098
H -4.838 1.204 -3.392
H -3.452 0.071 -1.730
H -2.948 1.736 -1.940
H -0.990 0.322 -1.737
H -1.026 0.989 -3.349
H -1.918 -1.845 -2.584
H -0.410 -1.424 -3.390
H -1.941 -1.194 -4.224
C 6.106 -6.647 -4.645
C 5.172 -7.461 -3.754
C 3.724 -6.974 -3.782
C 3.520 -5.541 -3.288
C 4.017 -5.272 -1.869
C 3.310 -6.112 -0.808
H 6.159 -5.604 -4.330
H 7.120 -7.048 -4.617
H 5.769 -6.668 -5.683
H 5.550 -7.455 -2.728
H 5.191 -8.504 -4.077
H 3.108 -7.657 -3.190
H 3.347 -7.044 -4.806
H 2.451 -5.305 -3.339
H 4.012 -4.845 -3.973
H 3.873 -4.213 -1.649
H 5.095 -5.446 -1.809
H 2.233 -5.935 -0.824
H 3.675 -5.870 0.192
H 3.475 -7.178 -0.965
*
```



Record 2
This record from the OMol25 dataset describes a structure of composition C6H7AgLiO7. The level of theory is ωB97M-V/def2-TZVPD.

## Properties
**ΔE to the lowest compared entry with this formula, charge and spin**: 9.20 kcal/mol
**Electronic energy**: -24863.298 eV
**HOMO level**: -12.53 eV

The geometry in ORCA input format:
```
! RIJCOSX wB97M-V def2-TZVPD def2/J DEFGRID3
* xyz 1 1
O 1.188 0.745 -2.141
C 2.488 1.346 -1.988
C 1.745 1.274 -0.722
O 1.756 -1.307 0.121
C 0.977 -1.639 1.064
O -0.337 -1.497 0.572
O 1.172 -1.894 2.231
Li -0.137 1.551 -3.242
Ag 1.047 -1.622 -1.924
H 2.588 2.339 -2.436
H 3.332 0.663 -2.123
H 1.104 2.095 -0.395
H 2.362 0.917 0.104
O -2.794 0.447 0.593
C -1.935 1.038 1.420
C -2.659 -0.973 0.662
O -1.900 2.210 1.655
O -1.146 0.125 2.009
C -1.361 -1.164 1.449
H -2.585 -1.369 -0.356
H -3.524 -1.397 1.182
H -1.382 -1.890 2.266
*
```



Record 3
This record from the OMol25 dataset describes a cluster of 3 separate species, C3H8N in total. The level of theory is ωB97M-V/def2-TZVPD.

## Properties
**ΔE to the lowest compared entry with this formula, charge and spin**: 188.92 kcal/mol
**Electronic energy**: -4715.235 eV
**HOMO level**: -11.64 eV

The geometry in ORCA input format:
```
! RIJCOSX wB97M-V def2-TZVPD def2/J DEFGRID3
* xyz 1 1
C -2.213 -0.819 1.270
C -2.160 -0.776 -0.186
C -1.482 0.230 -0.888
N -0.747 1.215 -0.444
H -2.523 -1.781 1.655
H -1.185 -0.664 1.640
H -2.794 0.015 1.655
H -2.458 -1.626 -0.793
H -1.548 0.278 -1.992
H -1.014 1.982 -1.074
H 25.340 0.377 0.387
H 26.831 1.040 0.360
*
```